<A>
# C5H11NO2

2 unconnected molecules or ions with the total composition C5H11NO2 (ωB97M-V/def2-TZVPD, the Open Molecules 2025 dataset).

Output
Orbital gap ... 0.3654 hartree
HOMO ... -9.122 eV
2S+1 ... 1
SMILES ... C=[N+]([O-])O.C=C(C)C

Each line ends with the natural charge from an NBO analysis.
Positions of all 19 atoms, in Å:
C -2.045 -0.132 0.804  -0.30
N -3.092 0.337 0.103  0.37
O -4.249 0.575 0.440  -0.48
O -2.912 0.476 -1.326  -0.57
H -1.060 -0.289 0.300  0.25
H -2.264 -0.075 1.904  0.23
H -3.856 0.707 -1.619  0.49
C 0.974 -0.934 1.058  -0.46
C 1.543 -0.275 0.054  0.04
C 2.080 -0.899 -1.205  -0.66
C 1.564 1.212 0.121  -0.64
H 1.083 -1.969 1.373  0.21
H 0.624 -0.254 1.919  0.19
H 2.429 -0.240 -1.981  0.22
H 2.953 -1.495 -0.927  0.22
H 1.306 -1.520 -1.500  0.23
H 1.346 1.689 -0.836  0.22
H 2.679 1.455 0.437  0.22
H 0.899 1.632 0.883  0.22

---

<B>
# C5H11NO2

2 unconnected molecules or ions with the total composition C5H11NO2 (ωB97M-V/def2-TZVPD, the Open Molecules 2025 dataset).

Output
Orbital gap ... 0.3722 hartree
HOMO ... -9.563 eV
2S+1 ... 1
SMILES ... CC(C)(C)O.N=C=O

Each line ends with the natural charge from an NBO analysis.
Positions of all 19 atoms, in Å:
C 0.539 -1.071 0.649  -0.69
C -0.666 -0.203 -0.181  0.30
C -1.978 -0.922 0.099  -0.62
C -0.738 1.239 0.327  -0.64
O -0.409 -0.267 -1.539  -0.75
H 1.542 -1.250 0.269  0.21
H 0.165 -2.089 0.562  0.22
H 0.478 -0.788 1.696  0.21
H -2.789 -0.398 -0.408  0.21
H -2.181 -0.948 1.167  0.21
H -1.939 -1.938 -0.286  0.22
H -0.748 1.270 1.414  0.21
H 0.088 1.842 -0.033  0.20
H -1.656 1.694 -0.043  0.21
H 0.507 0.093 -1.686  0.49
N 2.220 0.709 -1.217  -0.85
C 2.307 0.797 -0.003  0.90
O 2.374 1.172 1.097  -0.48
H 2.883 1.058 -1.883  0.44

---

<C>
# C5H11NO2

A molecular structure, C5H11NO2 (ωB97M-V/def2-TZVPD, the Open Molecules 2025 dataset).

Output
Orbital gap ... 0.2924 hartree
HOMO ... -7.222 eV
2S+1 ... 1

Each line ends with the natural charge from an NBO analysis.
Positions of all 19 atoms, in Å:
C -0.866 0.008 0.066  0.15
C 1.722 -0.384 -0.513  0.51
C -0.157 -1.256 0.544  -0.13
C -1.149 0.989 1.183  -0.66
C -1.720 -0.091 -1.058  -0.73
N 0.762 0.682 -0.840  -0.80
O 1.246 -0.988 0.655  -0.54
O 3.019 0.061 -0.304  -0.70
H 3.091 0.331 0.621  0.48
H 1.045 1.583 -0.466  0.40
H 1.746 -1.091 -1.352  0.15
H -0.312 -2.071 -0.170  0.18
H -0.477 -1.563 1.540  0.21
H -1.901 0.577 1.857  0.23
H -0.248 1.183 1.769  0.20
H -1.533 1.926 0.781  0.22
H 0.265 0.604 -1.803  0.45
H -2.567 0.585 -1.095  0.19
H -1.967 -1.084 -1.414  0.20

---

Which structure is the most stable? The one labeled <B>.

---

<A>
# C5H11NO2

A single C5H11NO2 molecule (ωB97M-V/def2-TZVPD, the Open Molecules 2025 dataset).

Output
Orbital gap ... 0.3586 hartree
HOMO ... -8.942 eV
2S+1 ... 1
SMILES ... CCN[C@H](C=O)CO

Each line ends with the natural charge from an NBO analysis.
Positions of all 19 atoms, in Å:
C -1.187 2.987 -0.288  -0.61
C -0.048 2.001 -0.448  -0.22
N -0.195 0.891 0.477  -0.62
C 0.743 -0.183 0.225  -0.19
C 0.432 -0.950 -1.050  0.45
O -0.662 -0.970 -1.533  -0.53
C 0.750 -1.173 1.412  -0.06
O 0.383 -2.488 1.017  -0.73
H -1.194 3.452 0.703  0.21
H -1.085 3.798 -1.003  0.21
H -2.155 2.496 -0.465  0.20
H 0.905 2.480 -0.219  0.18
H -0.001 1.694 -1.500  0.17
H -1.140 0.536 0.449  0.36
H 1.715 0.294 0.179  0.20
H 1.274 -1.512 -1.507  0.11
H 0.095 -0.776 2.194  0.19
H 1.733 -1.227 1.888  0.18
H -0.433 -2.764 1.458  0.48

---

<B>
# C5H11NO2

A molecular structure, C5H11NO2 (ωB97M-V/def2-TZVPD, the Open Molecules 2025 dataset).

Output
Orbital gap ... 0.3206 hartree
HOMO ... -7.805 eV
2S+1 ... 1

Each line ends with the natural charge from an NBO analysis.
Positions of all 19 atoms, in Å:
C 0.521 0.402 -1.850  -0.42
C -1.482 0.467 -0.481  0.52
O -2.196 1.519 0.041  -0.71
N -0.106 0.651 -0.569  -0.54
H -1.578 2.258 0.140  0.50
H -1.999 0.015 -1.333  0.16
H 1.602 0.465 -1.722  0.21
H 0.198 1.150 -2.578  0.21
H 0.289 -0.582 -2.282  0.17
C 1.252 -1.425 0.340  -0.69
C 0.388 -0.268 0.753  0.34
C 0.562 0.363 1.930  -0.65
O -1.449 -0.694 0.595  -0.71
H -1.723 -0.404 1.481  0.50
H 1.391 -2.100 1.183  0.23
H 0.807 -1.981 -0.484  0.22
H 2.237 -1.078 0.027  0.23
H -0.110 1.146 2.249  0.20
H 1.398 0.098 2.559  0.22

---

Which structure is the most stable? The one labeled <A>.

---

<A>
# C4H6O2

A single C4H6O2 molecule (ωB97M-V/def2-TZVPD, the Open Molecules 2025 dataset).

Output
Orbital gap ... 0.3518 hartree
HOMO ... -8.617 eV
2S+1 ... 1
SMILES ... C1=COCOC1

Each line ends with the natural charge from an NBO analysis.
Positions of all 12 atoms, in Å:
C 0.250 -1.091 -0.195  -0.35
C -0.016 -0.380 -1.378  0.14
O -0.129 0.933 -1.236  -0.51
C -0.382 1.418 0.032  0.21
O 0.523 0.950 0.999  -0.51
C 0.041 -0.389 1.079  -0.15
H 0.528 -2.078 -0.220  0.21
H 0.510 -0.990 -2.377  0.21
H -0.167 2.372 -0.124  0.19
H -1.265 0.869 0.288  0.15
H -0.829 -0.474 1.697  0.20
H 0.935 -1.140 1.434  0.21

---

<B>
# C4H6O2

A single C4H6O2 molecule (ωB97M-V/def2-TZVPD, the Open Molecules 2025 dataset).

Output
Orbital gap ... 0.3886 hartree
HOMO ... -9.995 eV
2S+1 ... 1
SMILES ... CC(C=O)C=O

Each line ends with the natural charge from an NBO analysis.
Positions of all 12 atoms, in Å:
C 1.285 -0.323 -0.283  -0.61
C -0.117 0.266 -0.282  -0.45
C -1.186 -0.811 -0.426  0.45
O -2.371 -0.589 -0.389  -0.51
C -0.417 1.062 0.982  0.45
O 0.360 1.159 1.899  -0.51
H 2.037 0.450 -0.108  0.23
H 1.385 -1.064 0.516  0.22
H 1.500 -0.811 -1.239  0.21
H -0.271 0.959 -1.124  0.25
H -0.793 -1.843 -0.552  0.12
H -1.412 1.545 1.007  0.13

---

Which structure is the most stable? The one labeled <B>.

---

<A>
# C4H6O2

A single C4H6O2 molecule (ωB97M-V/def2-TZVPD, the Open Molecules 2025 dataset).

Output
Orbital gap ... 0.3894 hartree
HOMO ... -10.004 eV
2S+1 ... 1
SMILES ... O=C[C@@H]1C[C@@H]1O

Each line ends with the natural charge from an NBO analysis.
Positions of all 12 atoms, in Å:
O 1.632 1.313 0.623  -0.54
C 1.156 0.312 1.113  0.41
C 0.273 -0.603 0.363  -0.42
C 0.234 -0.045 -1.153  -0.38
C -0.988 -0.296 -0.403  0.12
O -1.881 0.705 -0.065  -0.69
H 1.472 -0.004 2.127  0.12
H 0.265 -1.634 0.754  0.24
H 0.605 -0.654 -1.964  0.22
H 0.477 1.020 -1.266  0.26
H -1.472 -1.222 -0.692  0.18
H -1.625 1.051 0.796  0.48

---

<B>
# C4H6O2

A molecular structure, C4H6O2 (ωB97M-V/def2-TZVPD, the Open Molecules 2025 dataset).

Output
Orbital gap ... 0.2943 hartree
HOMO ... -8.489 eV
2S+1 ... 1

Each line ends with the natural charge from an NBO analysis.
Positions of all 12 atoms, in Å:
C 0.895 -0.116 -0.644  -0.22
C 0.794 -1.085 0.375  -0.49
C -0.748 1.308 -0.312  0.37
C -0.734 -0.271 0.592  0.22
O -0.435 2.370 0.127  -0.52
O -1.746 -0.885 0.246  -0.66
H -1.499 1.144 -1.115  0.13
H -0.526 0.218 1.547  0.22
H 0.494 -2.094 0.125  0.26
H 1.556 0.735 -0.543  0.23
H 0.501 -0.327 -1.631  0.23
H 1.448 -0.996 1.233  0.23

---

Which structure is the most stable? The one labeled <A>.